ORCA calculation (ωB97M-V with the def2-TZVPD basis set) on C3H11N3O as an isolated structure at a distorted geometry.

XYZ file:
```
18
Properties=species:S:1:pos:R:3:lowdin_charge:R:1
C -0.582 -0.223 0.638 -0.617
N -1.984 -0.079 0.389 0.072
N -0.266 -1.559 0.994 0.093
N -0.079 0.694 1.600 0.091
H -0.451 -0.606 -1.112 0.128
H 0.806 0.443 2.033 0.082
H -2.214 0.883 0.133 0.084
H -2.593 -0.305 1.173 0.090
H 0.696 -1.838 0.830 0.079
H -0.864 -2.267 0.581 0.086
H 0.057 1.622 1.201 0.087
C 1.671 0.444 -1.014 -0.057
C 0.163 0.511 -1.027 -0.604
O -0.442 1.534 -1.381 -0.067
H -0.096 -0.608 -2.024 0.215
H 2.037 1.186 -0.295 0.083
H 2.089 0.708 -1.988 0.085
H 2.051 -0.542 -0.731 0.072
```

LUMO level, eV: 0.75
HOMO energy, eV: -7.79